C26H28F3N4O4SV | ωB97M-V/def2-TZVPD

Last column: Mulliken spin population.
Atoms and positions in Å:
V1 0.94 -0.51 -0.05  2.88
C1 -4.58 1.74 -0.20  0.00
C2 -3.17 1.88 0.35  0.00
N1 -2.14 1.61 -0.64  0.02
C3 -1.49 2.75 -1.29  0.00
C4 -2.14 3.14 -2.61  0.00
C5 -1.72 0.36 -0.86  0.03
S1 -0.51 0.01 -2.04  -0.01
N2 -2.37 -0.60 -0.16  0.01
C6 -1.77 -1.68 0.29  0.02
O1 -0.54 -1.86 0.48  0.04
C7 -2.68 -2.81 0.70  -0.01
C8 -2.12 -3.97 1.24  0.00
C9 -2.94 -5.03 1.62  0.00
C10 -4.31 -4.94 1.46  0.00
C11 -4.87 -3.78 0.92  0.00
C12 -4.05 -2.73 0.54  0.00
H1 -5.32 1.91 0.58  0.00
H2 -4.72 0.74 -0.60  0.00
H3 -4.76 2.46 -1.00  0.00
H4 -3.03 1.20 1.19  0.00
H5 -3.00 2.89 0.73  0.00
H6 -0.44 2.50 -1.44  0.00
H7 -1.52 3.58 -0.58  0.00
H8 -2.09 2.30 -3.30  0.00
H9 -1.60 3.98 -3.06  0.00
H10 -3.18 3.43 -2.48  0.00
H11 -1.05 -4.02 1.36  0.00
H12 -2.50 -5.92 2.04  0.00
H13 -4.95 -5.76 1.75  0.00
H14 -5.94 -3.71 0.79  0.00
H15 -4.47 -1.82 0.12  0.00
C13 3.75 4.04 -0.63  -0.01
C14 3.58 2.75 -1.17  0.03
C15 2.59 1.94 -0.68  0.02
C16 1.72 2.35 0.37  -0.18
C17 0.73 1.44 0.87  0.15
C18 -0.08 1.95 1.87  -0.04
C19 0.05 3.26 2.37  -0.03
C20 1.01 4.11 1.90  0.03
C21 1.89 3.66 0.88  -0.01
C22 2.92 4.49 0.36  0.01
H16 4.54 4.68 -1.02  0.00
H17 4.22 2.40 -1.97  0.00
H18 2.45 0.97 -1.16  -0.04
H19 -0.85 1.32 2.30  0.00
H20 -0.62 3.60 3.16  0.00
H21 1.12 5.11 2.29  0.00
H22 3.03 5.49 0.76  0.00
F1 2.48 -0.58 -3.44  0.00
C23 3.35 -1.58 -3.23  0.00
F2 3.15 -2.50 -4.20  0.00
F3 4.58 -1.07 -3.43  0.00
C24 3.23 -2.22 -1.82  0.02
O2 4.16 -2.98 -1.51  0.01
O3 2.22 -1.91 -1.16  0.00
C25 2.05 -3.80 1.48  0.00
N3 3.32 -3.10 1.31  0.00
C26 3.28 -1.75 1.25  0.00
N4 4.43 -1.12 0.84  0.00
O4 2.29 -1.09 1.60  0.02
H23 2.26 -4.85 1.65  0.00
H24 1.41 -3.68 0.60  0.00
H25 1.53 -3.40 2.34  0.00
H26 3.94 -3.51 0.63  0.00
H27 4.98 -1.63 0.16  0.00
H28 4.29 -0.14 0.63  0.00

Properties
energy above the lowest of the compared OMol25 structures with the same formula, charge and spin: 29.53 kJ/mol
orbital gap (alpha / beta): 6.57 / 7.85 eV
2S+1: 4
LUMO energy (alpha / beta): 2.75 / 2.73 eV
charge: -1
largest force on an atom: 0.0040 Eh/bohr


C24H20CoN4O | ωB97M-V/def2-TZVPD

Last column: Mulliken spin population.
Atoms and positions in Å:
Co1 -0.03 0.45 -0.92  3.00
O1 -1.40 4.31 -1.22  0.04
C1 -1.26 3.10 -1.17  0.03
N1 -0.10 2.42 -1.14  0.16
C2 1.13 3.15 -1.27  0.02
C3 2.28 2.19 -1.20  -0.02
C4 3.60 2.61 -1.01  0.00
C5 4.59 1.66 -0.88  0.00
C6 4.26 0.32 -0.98  0.00
C7 2.94 -0.02 -1.22  0.01
N2 1.97 0.89 -1.31  0.04
C8 -2.44 2.15 -1.10  -0.01
C9 -3.73 2.62 -0.94  0.00
C10 -4.76 1.70 -0.83  0.00
C11 -4.45 0.35 -0.90  0.00
C12 -3.14 -0.03 -1.10  0.00
N3 -2.15 0.85 -1.19  0.04
H1 1.22 3.92 -0.49  0.01
H2 1.15 3.69 -2.23  0.01
H3 3.82 3.66 -0.94  0.00
H4 5.61 1.95 -0.69  0.00
H5 5.00 -0.46 -0.87  0.00
H6 2.64 -1.05 -1.36  0.00
H7 -3.91 3.68 -0.88  0.00
H8 -5.78 2.01 -0.68  0.00
H9 -5.21 -0.41 -0.80  0.00
H10 -2.86 -1.07 -1.19  -0.01
N4 0.02 0.56 1.32  0.12
C13 -0.14 -0.55 2.24  -0.03
C14 -0.34 -0.25 3.59  0.01
C15 -0.46 -1.25 4.54  0.00
C16 -0.42 -2.57 4.13  0.00
C17 -0.23 -2.87 2.80  0.00
C18 -0.05 -1.88 1.83  0.04
C19 0.17 -2.29 0.43  0.05
C20 0.80 -3.51 0.14  0.01
C21 0.87 -3.99 -1.15  0.02
C22 0.36 -3.24 -2.21  0.01
C23 -0.19 -2.00 -1.96  -0.02
C24 -0.26 -1.50 -0.65  0.43
H11 -0.66 1.28 1.58  -0.01
H12 0.94 0.98 1.48  -0.01
H13 -0.38 0.78 3.89  0.00
H14 -0.58 -0.99 5.58  0.00
H15 -0.54 -3.36 4.85  0.00
H16 -0.24 -3.91 2.49  0.00
H17 1.24 -4.09 0.94  0.00
H18 1.30 -4.96 -1.34  0.00
H19 0.40 -3.63 -3.21  0.01
H20 -0.60 -1.43 -2.79  0.02

Properties
orbital gap (alpha / beta): 9.01 / 6.87 eV
2S+1: 5
LUMO energy (alpha / beta): -2.59 / -4.81 eV
charge: +1
largest force on an atom: 0.0164 Eh/bohr


C8H19OP | ωB97M-V/def2-TZVPD

Last column: natural (NBO) charge in e.
Atoms and positions in Å:
C1 2.84 -0.60 1.35  -0.62
C2 3.16 0.41 -0.82  -0.63
C3 -2.09 1.59 0.06  -0.61
C4 -2.09 -0.42 -1.45  -0.62
C5 -3.11 -0.49 0.83  -0.63
C6 0.79 0.30 0.09  -0.76
C7 2.13 -0.31 -0.13  0.24
C8 -1.98 -0.01 -0.05  -0.34
O1 2.04 -1.69 -0.73  -0.79
P1 -0.55 -0.70 0.82  0.64
H1 3.90 -0.59 1.13  0.20
H2 2.72 -1.59 1.66  0.23
H3 2.66 0.00 2.19  0.21
H4 4.29 0.10 -0.56  0.23
H5 3.05 0.22 -2.02  0.21
H6 2.95 1.53 -0.81  0.23
H7 -3.02 2.07 -0.25  0.21
H8 -2.06 1.65 1.13  0.20
H9 -1.32 2.20 -0.47  0.21
H10 -2.32 -1.46 -1.59  0.21
H11 -1.06 -0.31 -1.82  0.19
H12 -2.63 0.17 -2.22  0.22
H13 -4.06 -0.81 0.40  0.23
H14 -2.77 -1.50 1.16  0.21
H15 -3.16 0.16 1.73  0.21
H16 0.43 0.59 -0.87  0.22
H17 0.88 1.34 0.77  0.25
H18 1.40 -1.95 -1.48  0.49
H19 -1.02 0.08 1.98  -0.04

Properties
structure (SMILES): CC(C)(O)CPC(C)(C)C
energy above the lowest of the compared OMol25 structures with the same formula, charge and spin: 286.10 kJ/mol
orbital gap: 9.56 eV
LUMO energy: 0.68 eV
largest force on an atom: 0.1232 Eh/bohr


C6H22NO5 | ωB97M-V/def2-TZVPD

Last column: natural (NBO) charge in e.
Atoms and positions in Å:
C1 1.05 2.35 -1.02  -0.04
O1 1.14 1.26 -1.85  -0.82
C2 0.75 2.14 0.52  -0.44
C3 2.00 1.86 1.43  -0.40
C4 1.56 0.72 2.46  -0.43
C5 2.10 -0.72 2.06  -0.22
N1 1.18 -1.85 2.18  -0.64
C6 0.23 -2.02 1.04  -0.43
H1 0.15 2.92 -1.38  0.13
H2 1.97 2.90 -1.31  0.16
H3 0.20 1.18 0.65  0.21
H4 0.03 2.97 0.76  0.21
H5 2.83 1.52 0.84  0.20
H6 2.37 2.75 1.91  0.19
H7 2.09 0.94 3.42  0.19
H8 0.48 0.79 2.49  0.21
H9 2.17 -0.62 0.93  0.20
H10 2.99 -0.95 2.61  0.18
H11 0.69 -1.67 3.03  0.34
H12 -0.77 -1.81 1.40  0.20
H13 0.33 -1.23 0.31  0.20
H14 0.27 -3.00 0.62  0.19
H15 -1.53 0.54 -2.58  0.46
H16 0.27 0.64 -2.06  0.52
O2 -1.19 0.30 -1.73  -1.14
H17 -2.96 -0.84 -1.93  0.48
H18 -2.59 -2.20 -1.76  0.51
O3 -3.41 -1.64 -1.57  -0.98
H19 -3.17 -0.55 -0.35  0.48
H20 -2.33 0.71 -0.54  0.49
O4 -3.10 0.38 -0.02  -1.04
H21 0.08 -2.57 -1.73  0.44
H22 -0.71 -0.94 -1.65  0.51
O5 -0.60 -2.06 -2.17  -1.12

Properties
energy above the lowest of the compared OMol25 structures with the same formula, charge and spin: 257.86 kJ/mol
orbital gap: 9.29 eV
LUMO energy: 3.54 eV
charge: -1
largest force on an atom: 0.0693 Eh/bohr


C4H11N2O | ωB97M-V/def2-TZVPD

Last column: natural (NBO) charge in e.
Atoms and positions in Å:
C1 -0.35 0.30 -0.31  0.81
C2 0.24 -1.44 1.24  -0.43
C3 -2.01 -0.57 1.13  -0.44
C4 1.51 1.11 -2.02  -0.45
N1 -0.68 -0.50 0.67  -0.35
N2 1.36 0.29 -0.83  -0.57
O1 -1.31 1.11 -0.78  -0.63
H1 0.24 -2.57 1.10  0.26
H2 1.25 -1.18 0.93  0.24
H3 -0.03 -1.19 2.28  0.22
H4 -2.58 0.44 1.11  0.26
H5 -2.66 -1.26 0.62  0.25
H6 -1.92 -0.91 2.15  0.23
H7 2.57 1.47 -2.10  0.26
H8 0.71 1.88 -2.14  0.17
H9 1.48 0.38 -2.92  0.23
H10 1.68 0.69 0.12  0.39
H11 -1.01 1.74 -1.51  0.54

Properties
structure (SMILES): C/[NH+]=C(\O)N(C)C
energy above the lowest of the compared OMol25 structures with the same formula, charge and spin: 388.68 kJ/mol
orbital gap: 11.05 eV
LUMO energy: -3.59 eV
charge: +1
largest force on an atom: 0.1153 Eh/bohr


C4H7N3 | ωB97M-V/def2-TZVPD

Last column: natural (NBO) charge in e.
Atoms and positions in Å:
C1 -1.48 -1.02 0.01  -0.42
C2 1.83 -0.09 -0.01  0.02
C3 1.25 1.15 -0.06  -0.38
C4 -0.16 0.94 -0.02  0.37
H1 -1.47 -2.17 -0.02  0.20
H2 -2.18 -0.58 -0.63  0.23
H3 -1.88 -0.76 1.00  0.20
H4 0.83 -2.04 0.11  0.40
H5 2.89 -0.28 0.25  0.22
H6 1.84 2.06 0.06  0.23
H7 -0.91 2.67 -0.14  0.34
N1 -0.30 -0.42 -0.19  -0.25
N2 0.93 -1.10 -0.25  -0.39
N3 -1.21 1.63 -0.12  -0.77

Properties
structure (SMILES): [H]/N=c1\cc[nH]n1C
energy above the lowest of the compared OMol25 structures with the same formula, charge and spin: 221.45 kJ/mol
orbital gap: 8.39 eV
LUMO energy: 0.84 eV
largest force on an atom: 0.0905 Eh/bohr


Q: Which of these has the highest largest force on an atom?
A: C8H19OP